Record 1
Formula: C47H26F5N8O2SSeW
Source: OMol25
Level of theory: ωB97M-V/def2-TZVPD

XYZ file:
```
91
Properties=species:S:1:pos:R:3:forces:R:3:lowdin_charge:R:1
W -0.136 0.626 0.942 -0.0389 -0.7159 0.6101 1.57
C -2.714 2.702 -1.592 -0.0391 -0.0198 -0.0305 -0.05
C -1.969 3.877 -1.275 0.0105 0.0299 0.1053 -0.03
C -1.274 3.959 -0.116 0.2202 0.0120 -0.1455 -0.02
C -1.304 2.878 0.819 -0.4678 -0.1723 0.3985 -0.25
C -0.371 2.861 1.891 0.1326 0.0128 -0.5462 -0.38
N -0.391 2.130 3.054 -0.2228 -0.1158 0.9649 0.18
C -0.688 0.882 3.021 0.9161 0.1504 -1.2626 -0.46
N -0.477 0.004 4.017 -0.3612 0.0521 0.5942 0.20
C 0.263 -0.935 3.558 -0.0465 0.1652 -0.1226 -0.26
C 0.995 -2.002 4.238 0.1150 -0.1406 -0.0938 -0.09
C 1.172 -2.308 5.571 -0.1145 0.0527 0.0782 0.02
C 2.106 -3.294 5.880 -0.0171 -0.0215 0.0110 -0.04
C 2.816 -3.957 4.885 0.0027 0.0035 -0.0299 -0.04
C 2.612 -3.665 3.540 0.0243 -0.0326 -0.1255 0.02
C 1.702 -2.673 3.240 -0.1085 0.0137 0.1220 -0.09
C 1.335 -2.054 1.960 -0.4405 0.0163 -0.3443 -0.23
N 1.634 -2.534 0.793 0.1197 -0.2912 0.0893 0.24
C 1.472 -1.768 -0.295 0.3290 0.2448 0.0878 -0.27
N 1.115 -0.492 -0.327 0.2672 -0.2745 -0.2476 -0.02
C 1.723 0.117 -1.549 -0.3006 0.4617 -0.1963 -0.30
N 2.805 0.990 -1.194 0.2450 -0.1086 -0.1239 0.22
C 2.695 1.722 -0.159 -0.0623 -0.0607 -0.0795 -0.25
N 1.606 1.840 0.717 -0.1331 -0.2148 0.1209 0.00
C 1.714 3.117 1.300 -0.1504 0.1908 -0.2328 -0.26
N 0.719 3.708 1.829 0.0124 0.0579 0.1275 0.20
C 3.052 3.659 1.041 0.0591 -0.1353 -0.0146 -0.10
C 3.679 4.798 1.506 -0.0141 -0.0320 0.0113 0.01
C 4.979 5.024 1.068 -0.0645 0.0295 0.1138 -0.05
C 5.614 4.133 0.205 0.0214 -0.0065 -0.0383 -0.05
C 4.964 3.001 -0.273 0.0079 -0.0500 -0.0962 0.01
C 3.674 2.782 0.163 -0.0537 0.0691 0.2574 -0.09
C 2.197 -1.074 -2.355 -0.0354 -0.2017 0.2539 -0.08
C 2.825 -1.169 -3.581 0.0295 0.0542 -0.0485 0.01
C 3.185 -2.438 -4.024 0.0208 0.0619 0.0045 -0.03
C 2.948 -3.576 -3.255 -0.0485 -0.0616 0.0352 -0.04
C 2.351 -3.473 -2.009 0.0340 0.0293 0.0754 0.01
C 1.994 -2.205 -1.583 0.0502 -0.0039 -0.0980 -0.11
N 0.570 -0.952 2.202 0.3559 0.3508 -0.2460 -0.02
C -2.124 1.722 0.569 -0.1110 -0.3372 0.7262 -0.61
C -2.811 1.690 -0.705 -0.0114 -0.0428 -0.1251 -0.18
H -3.237 2.638 -2.537 -0.0382 0.0339 0.0261 0.12
H -1.961 4.709 -1.967 -0.0193 -0.0036 0.0067 0.12
H -0.679 4.826 0.139 -0.0109 0.0139 -0.0406 0.13
H 0.619 -1.793 6.344 0.0412 0.0344 -0.0030 0.13
H 2.297 -3.537 6.917 -0.0330 -0.0225 -0.0061 0.12
H 3.553 -4.699 5.163 -0.0329 -0.0252 0.0007 0.11
H 3.164 -4.164 2.755 -0.0042 -0.0262 0.0223 0.12
H 3.180 5.465 2.195 0.0230 0.0395 -0.0340 0.12
H 5.511 5.899 1.417 0.0216 -0.0165 -0.0178 0.11
H 6.635 4.329 -0.094 -0.0166 0.0049 -0.0280 0.11
H 5.447 2.311 -0.952 0.0025 0.0162 -0.0008 0.12
H 3.051 -0.302 -4.184 0.0109 -0.0063 0.0130 0.12
H 3.671 -2.539 -4.985 0.0077 -0.0099 0.0108 0.12
H 3.257 -4.545 -3.625 -0.0457 0.0045 -0.0323 0.11
H 2.160 -4.334 -1.382 0.0850 -0.0185 -0.0034 0.13
H -3.456 0.848 -0.907 0.0387 -0.0437 0.0143 0.09
Se -3.311 0.994 2.051 -0.5031 0.5349 -0.3799 1.10
C -4.832 1.970 1.365 0.2932 0.0180 0.1132 -0.52
C -5.801 1.297 0.633 -0.0548 0.0574 0.0461 -0.12
C -6.819 2.025 0.031 -0.0292 -0.0437 0.0109 -0.07
C -6.861 3.406 0.161 0.0133 -0.0070 0.0100 -0.07
C -5.889 4.069 0.898 0.0485 0.0087 0.0237 -0.07
C -4.868 3.352 1.505 -0.1292 -0.0376 0.0093 -0.11
H -5.757 0.220 0.533 0.0146 0.0037 -0.0289 0.11
H -7.574 1.510 -0.549 -0.0175 0.0067 0.0312 0.11
H -7.660 3.967 -0.307 0.0151 -0.0026 -0.0136 0.11
H -5.924 5.146 1.005 -0.0191 -0.0073 -0.0020 0.11
H -4.107 3.856 2.087 -0.0061 0.0232 -0.0096 0.11
O -2.351 -6.321 -3.837 0.0624 -0.0975 -0.1377 0.13
C -1.780 -6.351 -2.616 0.0689 0.0778 0.0394 -0.48
O -1.481 -7.390 -2.106 -0.0221 -0.0116 0.0126 0.14
C -1.576 -5.024 -1.945 0.0248 0.0722 -0.0934 -0.13
C -1.301 -3.860 -2.655 -0.0032 0.0362 0.0513 -0.01
C -1.211 -2.641 -1.999 -0.1229 -0.1130 0.0436 -0.09
C -1.398 -2.585 -0.620 0.3331 0.0175 0.2585 -0.56
S -1.743 -1.045 0.200 -0.2146 0.7785 -0.3532 0.77
C -1.610 -3.759 0.102 0.0598 0.0258 -0.0706 -0.09
C -1.692 -4.970 -0.562 -0.0319 -0.0885 0.1278 0.01
H -2.601 -5.427 -4.100 -0.0023 0.0008 0.1205 0.10
H -1.150 -3.884 -3.729 -0.0208 -0.0171 -0.0022 0.13
H -1.045 -1.740 -2.563 -0.0284 -0.1062 -0.0284 0.09
H -1.760 -3.710 1.173 0.0203 -0.0214 0.0082 0.11
H -1.883 -5.887 -0.020 0.0162 0.0037 0.0000 0.13
F 0.213 1.944 -1.467 0.1591 -0.1156 -0.2100 0.08
C 0.631 0.933 -2.299 -0.1642 -0.0111 0.3097 -0.31
F -0.468 0.181 -2.488 0.0684 -0.0070 -0.3160 0.11
C 0.973 1.592 -3.666 0.0446 0.0363 -0.0552 -0.55
F 2.224 2.031 -3.713 0.0833 0.0404 0.0387 0.19
F 0.156 2.621 -3.872 -0.1021 0.0227 0.0198 0.19
F 0.790 0.710 -4.644 -0.0153 -0.0714 -0.0413 0.18
```
Forces are in eV/Å.

Computed properties:
E_tot in eV: -156766.17687
Total charge: +1
Highest occupied orbital energy in eV: -10.552
Spin multiplicity: 1
Energy above the lowest of the compared OMol25 structures with the same formula, charge and spin in kcal per mole: 0.0
Gap between HOMO and LUMO in eV: 5.99



Record 2
Formula: C6H16O
Source: OMol25
Level of theory: ωB97M-V/def2-TZVPD

XYZ file:
```
23
Properties=species:S:1:pos:R:3:forces:R:3:lowdin_charge:R:1
C 1.450 -2.598 0.167 0.6882 -0.2492 -0.5699 -0.11
C 0.797 -1.377 0.873 -2.5317 -0.0311 0.5796 -0.26
C 1.013 0.103 0.573 2.5057 -0.3985 -0.9059 -0.44
C 2.490 0.493 0.708 -0.1045 0.4097 -1.3648 -0.07
C -0.004 1.086 1.234 -0.2893 -3.2509 -1.5996 -0.22
C 0.063 2.463 0.589 1.2180 -1.2239 0.0067 -0.10
H 2.611 -2.596 0.055 -2.0609 0.6145 -0.2206 0.09
H 0.891 -2.760 -0.798 1.1519 -0.0341 0.6649 0.07
H 1.334 -3.531 0.781 -0.4046 0.9521 -0.4348 0.07
H -0.336 -1.316 0.733 1.0387 -1.4333 -0.0922 0.11
H 0.857 -1.606 1.920 0.3557 0.3911 0.9213 0.09
H 0.846 0.153 -0.505 -0.4135 0.3378 -0.1799 0.12
H 2.950 -0.037 1.533 0.2622 0.5407 0.4599 0.07
H 3.094 0.271 -0.213 -0.6325 -0.1676 0.7774 0.09
H 2.457 1.587 0.721 0.8631 -0.1171 0.7317 0.05
H -0.106 0.836 2.306 0.4344 1.1854 -0.1550 0.12
H -0.843 0.503 0.815 -0.7995 0.9900 0.3462 0.09
H 0.997 2.921 0.845 0.0836 1.1291 1.3253 0.05
H -0.842 3.010 0.765 -0.0157 0.6968 -0.1637 0.07
H 0.389 2.363 -0.462 -1.3507 -0.3417 -0.1275 0.09
O -4.992 -0.170 -3.353 -2.6686 2.6297 -2.3641 -0.06
H -4.998 0.801 -3.659 0.0378 -2.3361 0.7494 0.09
H -4.220 -0.264 -2.877 2.6321 -0.2932 1.6160 -0.03
```
Forces are in eV/Å.

Computed properties:
E_tot in eV: -8527.30032
SMILES string: CCC(C)CC.O
Highest occupied orbital energy in eV: -10.522
Spin multiplicity: 1
Energy above the lowest of the compared OMol25 structures with the same formula, charge and spin in kcal per mole: 44.6
Gap between HOMO and LUMO in eV: 11.13



Record 3
Formula: C10H9NS2
Source: OMol25
Level of theory: ωB97M-V/def2-TZVPD

XYZ file:
```
22
Properties=species:S:1:pos:R:3:forces:R:3:lowdin_charge:R:1
C 2.221 1.537 -0.008 0.1965 3.1395 -2.8930 -0.10
C 1.780 1.098 1.199 -0.1748 -1.9384 2.2829 -0.10
C 1.804 0.976 -1.265 0.5641 -1.7102 1.5663 -0.07
C 1.246 -0.192 1.277 0.4218 0.6648 -2.1507 -0.04
C 1.228 -0.282 -1.253 -0.1586 0.2244 3.2248 -0.09
C -3.201 0.840 0.861 -0.6157 1.4659 -0.6932 -0.25
C -3.097 1.273 -0.481 1.3519 -1.1274 2.1045 -0.39
C 1.027 -0.905 0.048 0.7172 1.7579 0.8806 -0.36
C -1.790 -0.750 0.158 -0.1139 2.4145 0.7718 -0.32
C 0.598 -2.190 0.319 -0.5239 -1.8701 -0.7273 -0.50
N -2.372 -0.185 1.159 0.5878 -2.5446 -1.0921 -0.07
S -1.828 0.376 -1.250 -0.7941 -1.2468 0.6429 0.93
S 0.133 -3.395 -0.806 0.2849 -1.9733 1.4481 0.83
H 2.741 2.537 -0.119 -0.5818 -1.2879 0.4639 0.12
H 1.925 1.548 2.199 0.2492 0.3998 -1.0767 0.12
H 2.088 1.352 -2.226 0.0848 0.7673 -0.1580 0.10
H 0.983 -0.684 2.201 0.0007 0.1829 0.1133 0.11
H 0.797 -0.792 -2.062 0.0420 -0.3777 -1.3573 0.06
H -3.785 1.173 1.765 0.3548 0.2017 -1.6896 0.12
H -3.359 2.109 -1.076 -1.0047 0.7560 0.1631 0.03
H 0.912 -2.716 1.231 -0.5553 0.7061 -0.0732 0.08
H -0.052 -2.728 -1.869 -0.3328 1.3957 -1.7511 -0.18
```
Forces are in eV/Å.

Computed properties:
E_tot in eV: -33671.13572
Highest occupied orbital energy (spin up / spin down) in eV: -8.490 / -6.852
Spin multiplicity: 1
Energy above the lowest of the compared OMol25 structures with the same formula, charge and spin in kcal per mole: 118.3
Gap between HOMO and LUMO (spin up / spin down) in eV: 7.84 / 5.67